# 1
The following is a quantum chemistry calculation of a molecular structure, C39H52ClF40InO6P, from the Open Molecules 2025 dataset.

ORCA input file:
```
! wB97M-V def2-TZVPD RIJCOSX def2/J DEFGRID3
* xyz -1 1
H 1.3490 -3.1390 0.6239
C -0.9036 2.5975 0.3216
C -2.8419 -3.0672 9.8771
C 1.7728 1.2330 6.0953
F 2.7338 5.1868 -5.1343
F -2.0481 -1.2755 6.9517
H -3.6249 0.1902 0.4034
H 0.4762 1.3273 1.3975
Cl -0.7858 2.9527 -3.4695
H -2.8096 -3.0264 10.9673
H -4.7739 -0.1911 7.9275
H -2.7567 -0.8210 -1.8563
H -8.1824 -7.4595 -0.0521
H 0.9149 -4.8392 0.4197
F 10.2179 2.6834 -4.6451
F -10.8930 -5.6781 -1.1467
P 1.8240 0.5058 -1.5878
C 7.1112 3.5720 -7.8826
C -1.2545 -3.7522 -0.7776
H -0.8711 -2.4226 0.8706
H -2.0467 -0.5794 0.3384
F -9.5380 -5.6172 0.5489
O 7.5292 3.8678 -6.6173
C -6.1004 -5.8817 0.7454
C -2.7639 0.5754 8.2454
C -7.8039 -6.9532 -0.9409
H 1.2813 0.5695 6.8076
H -2.1803 -4.3369 -0.7897
H 3.8889 1.7628 -1.8151
H -0.6862 -0.3580 2.1239
F -2.9549 1.9144 8.0506
F -4.2613 -2.5042 8.0501
H -3.5735 0.4022 2.6810
F -4.8399 -5.4104 0.7676
C -0.7955 -3.4982 0.6749
F 3.3365 1.1309 3.0630
C -1.3920 -2.4864 -1.6486
C 4.3332 0.2560 2.8490
F 8.1351 3.2328 -8.6914
F -2.9203 -4.3553 9.4749
H -2.1822 2.1324 2.4669
F -10.3523 -3.1787 -0.2416
O -4.0632 -0.9999 9.7130
F 6.5566 4.6929 -8.4013
C -9.4870 -3.8438 -1.0408
O 0.9518 5.5061 -8.0408
H 4.1898 0.1568 -1.0928
C 3.5279 1.0289 -1.0894
C -4.0835 -2.3169 9.3658
H -3.1569 -2.1763 -2.8765
H -3.0670 -1.2643 2.8979
F 9.2097 0.9929 -7.5330
C -3.9144 -2.3451 -0.8904
F 3.8331 2.3418 5.6798
H 2.0264 -0.2834 0.5057
H -9.7203 -3.6349 -2.0862
C 10.0036 1.3798 -6.5179
C -2.2644 0.0530 6.8946
F -8.2405 -3.4315 -0.7606
C 4.5457 -0.6586 4.0644
C 2.0954 7.5824 -7.6534
F 1.2057 2.4590 6.1457
H 0.5316 3.5656 -8.1125
H -4.0556 -3.4301 -0.9529
In 0.4947 2.6826 -1.3662
C -0.2133 2.1510 1.6160
F 3.2063 6.9792 -7.1963
H -1.6766 1.8573 0.0731
F 3.4696 -1.4485 4.2360
C -2.8327 -0.3384 2.3511
C -1.2128 1.6704 2.6997
H 9.5706 4.0252 -6.9863
H 0.3970 2.9698 2.0181
C -9.6323 -5.3501 -0.7642
F -1.8056 0.4230 9.1818
F 3.3256 1.7965 7.7244
H 0.1552 4.2758 -6.5434
H -0.7406 -1.7112 -1.2391
C 9.2830 2.3769 -5.6019
C 0.6546 -3.9170 0.9516
F 3.2366 4.0853 -7.6673
H 5.5602 0.8722 5.2367
F 1.9416 8.7533 -6.9916
C 6.0090 2.5032 -7.8886
C -6.4182 -6.3504 -0.6796
C -3.0182 -0.6141 0.8412
H -4.5387 0.8846 9.3018
C -4.1081 0.0449 8.7584
O -8.7733 -6.0963 -1.5134
F -5.5331 -7.3698 -0.9084
C 2.2125 3.6731 -6.8768
H 5.5899 -0.7729 5.8684
F 5.6025 -1.4541 3.7078
H 10.9184 1.8234 -6.9198
F 6.4662 1.3659 -7.3279
H -0.4935 -4.3866 -1.2499
F 0.5782 6.5966 -6.1070
C 3.2619 1.3859 6.4335
H -7.6288 -7.7084 -1.7057
H -3.2810 -2.7437 1.1571
H -1.4605 -3.9871 1.3952
F 2.0988 2.3223 -7.0328
H -6.1884 -6.7097 1.4539
C 2.5749 3.8767 -5.4072
H -4.8565 -1.9147 -1.2575
F -1.7199 -2.5280 9.3696
F -5.1416 -2.8871 9.9980
H 8.9735 4.4289 -5.3792
C 4.9563 -0.0210 5.4000
F -0.1782 7.3842 -7.9856
H -0.9836 -2.7109 -2.6395
H 5.1357 2.8630 -7.3450
C -3.7477 -1.9335 0.5832
H 0.8308 -4.0883 2.0185
F 5.6828 2.2411 -9.1764
H 1.6278 4.0427 -1.2672
H 5.2445 0.8091 2.6090
C -1.4294 0.1383 2.7602
F -6.9348 -4.8900 1.1171
O 1.3865 -0.3892 -0.2044
F 3.7620 3.2568 -5.1771
H -0.9090 2.0415 3.6843
C 0.8838 4.2652 -7.3560
F 10.3318 0.2852 -5.7961
C 0.8536 6.7074 -7.4093
H 2.1998 7.7816 -8.7215
C 8.8700 3.7260 -6.2049
F -1.0935 0.6618 6.6079
F 4.0049 -0.5246 1.7927
H -4.7574 -1.8256 1.0066
C -2.8162 -1.9152 -1.8679
F 8.2452 1.7796 -4.9966
H -1.2351 -0.2134 3.7763
F 1.6427 0.7406 4.8571
H 1.7989 3.4493 -4.7713
F -6.1601 -5.3661 -1.5574
H -2.9800 0.2763 6.0994
O 3.9308 0.2014 6.3465
H 3.5379 1.4936 -0.0943
H -1.3994 3.5613 0.4838
*
```

Its total energy is -6955.14097 hartree. The orbital gap is 5.6 eV. The LUMO energy is 1.78 eV. The value obtained for the molar mass is 1558.0 g mol⁻¹.

# 2
The following is a quantum chemistry calculation of 2 unconnected molecules or ions with the total composition C6H12N2 in a non-equilibrium geometry, from the Open Molecules 2025 dataset.

ORCA input file:
```
! wB97M-V def2-TZVPD RIJCOSX def2/J DEFGRID3
* xyz 0 1
H 1.4443 -1.1360 -1.4824
N 1.0034 -0.0676 1.7175
H -0.7721 -1.8382 -1.5845
H -0.5704 1.9922 -0.8657
H 1.9259 1.4843 0.0148
H -1.2888 -0.9519 1.2949
C -0.7013 -1.1746 0.4141
H 0.5730 -0.4440 2.5554
C -1.3324 1.8010 -0.1029
H -2.3727 -1.7289 -0.7083
C 0.7844 -0.9689 0.5942
H -2.8474 1.7439 -1.2781
H -0.9647 1.7167 0.9122
C -1.3052 -1.5984 -0.6793
C 1.4256 -0.4338 -0.6593
H 2.3942 1.0956 -1.7159
C 1.9414 0.7733 -0.7922
N -2.5582 1.6677 -0.3074
H 1.2230 -1.9725 0.7777
H 1.9981 0.0401 1.8952
*
```

The relative energy (zero: lowest compared OMol25 entry of this formula, charge and spin) comes out at 235.5 kJ/mol. Its total energy is -345.23818 hartree. The orbital gap is 10.4 eV. The LUMO energy is 1.05 eV. As for the SMILES: C=CC(N)C=C.C=N. The value obtained for the molar mass is 112.2 g mol⁻¹.

# 3
The following is a quantum chemistry calculation of a molecular structure, C26H19BrMgN4O2STe in a non-equilibrium geometry, from the Open Molecules 2025 dataset.

ORCA input file:
```
! wB97M-V def2-TZVPD RIJCOSX def2/J DEFGRID3
* xyz 0 1
N -0.1333 0.6312 1.9753
H -0.0768 2.8391 0.6637
H -3.8259 -5.4093 -1.7558
C -1.8508 3.9856 0.2777
N -3.7199 6.2111 0.3448
C 0.5233 -0.1101 -4.0404
H -4.3356 7.0071 0.3222
C 3.4649 0.1875 1.8408
O -5.1298 5.0100 -0.9276
H -1.6503 1.2655 4.8847
C -4.0883 5.0891 -0.3134
C -0.8242 1.1039 4.2096
C -3.1427 3.9293 -0.2404
C 3.1582 0.2202 -3.2063
H 4.1875 0.3502 -2.8955
H 3.5464 0.5979 -0.7096
C -1.0766 0.8876 2.8534
H 4.8657 0.4589 3.4336
C 2.8803 0.8360 4.0840
H -2.8671 6.2866 0.8689
N 1.7172 0.1201 0.1284
Br 4.2488 0.1067 -5.8311
H -4.5761 2.6510 -1.1691
H 3.1608 1.0749 5.0997
H -1.6767 -3.9525 -1.5493
C -1.0828 2.8351 0.2681
N -1.5162 1.6740 -0.1952
H -0.4994 -0.2315 -4.3618
Te -0.5283 -2.5546 1.3085
C 2.1494 0.3003 1.4168
C 1.5273 -0.0205 -4.9633
C 0.4794 1.1128 4.6459
C -3.5216 -4.9180 -0.8462
C -2.1582 -3.6217 0.5141
C 2.5083 0.2816 -0.8793
C 3.8236 0.4866 3.1541
C 1.5179 0.8520 3.7283
C 2.8522 0.1111 -4.5341
C -3.5811 2.7106 -0.7572
C 2.1403 0.1321 -2.2383
S -3.4308 -4.1176 1.5754
H -5.1249 -5.5254 0.5269
C -4.2094 -5.0045 0.3197
H -1.4315 4.8925 0.6850
Mg -0.3403 -0.2060 0.0225
C 0.7778 -0.0743 -2.6414
C -2.3530 -4.1325 -0.7319
H -2.0893 0.9243 2.4678
H 0.7318 1.3206 5.6740
H 4.2283 -0.1425 1.1557
H -3.0349 0.6483 -1.0864
O -0.1643 -0.1891 -1.7993
C 1.1464 0.5912 2.3821
H 1.3191 -0.0647 -6.0215
C -2.7347 1.6168 -0.7108
*
```

The relative energy (zero: lowest compared OMol25 entry of this formula, charge and spin) comes out at 0.0 kJ/mol. Its total energy is -4812.14813 hartree. The orbital gap is 5.7 eV. The LUMO energy is -0.90 eV. The value obtained for the molar mass is 683.3 g mol⁻¹.